Entry from OMol25: a gas-phase ion, C5H10NO (charge -1) (ωB97M-V/def2-TZVPD).

For the gap between HOMO and LUMO, the calculation gives 5.549 eV. The value obtained for the molar mass is 100.1 g mol⁻¹. The relative energy (zero: lowest compared OMol25 entry of this formula, charge and spin) comes out at 1.8439 eV. Its total charge is -1.

Atoms and positions in Å:
C1 2.039 1.366 -0.323
O1 2.801 2.364 0.237
C2 0.633 0.894 0.156
C3 -0.126 -0.222 -0.712
C4 -1.613 -0.385 -0.303
C5 -1.921 -2.384 1.068
N1 -1.995 -1.814 -0.157
H1 1.976 1.474 -1.402
H2 2.562 0.373 -0.290
H3 -0.066 1.796 0.116
H4 0.537 0.541 1.166
H5 0.362 -1.202 -0.556
H6 0.039 0.067 -1.784
H7 -2.239 0.081 -1.003
H8 -1.783 0.246 0.556
H9 -1.909 -1.687 1.891
H10 -1.995 -3.514 1.189

Cartesian forces (eV/Å) of the 6 atoms listed first:
C 1.68 -0.92 0.57
O -1.70 -0.81 0.08
C -2.42 1.37 -1.04
C 1.52 0.57 -0.09
C 0.69 -0.59 0.72
C -0.87 1.72 -4.71

---

Entry from OMol25: 5 unconnected molecules or ions with the total composition C4H16IN8O4 (ωB97M-V/def2-TZVPD).

For the gap between HOMO and LUMO, the calculation gives 9.003 eV. The value obtained for the molar mass is 367.1 g mol⁻¹. The relative energy (zero: lowest compared OMol25 entry of this formula, charge and spin) comes out at 0.1720 eV. Its total charge is -1.

Atoms and positions in Å:
I1 -1.496 0.587 -0.074
C1 3.033 0.296 -1.742
O1 3.919 0.565 -2.548
N1 3.111 -0.780 -0.905
N2 1.814 0.894 -1.725
H1 2.344 -1.011 -0.300
H2 3.939 -1.340 -0.854
H3 1.604 1.590 -2.417
H4 1.125 0.774 -0.993
C2 2.190 -0.389 2.372
O2 3.300 -0.522 2.888
N3 1.182 -1.313 2.372
N4 1.841 0.754 1.720
H5 0.284 -1.023 2.026
H6 1.372 -2.184 2.834
H7 0.954 0.819 1.246
H8 2.561 1.454 1.777
C3 -1.448 0.203 -4.584
O3 -1.788 0.069 -5.775
N5 -2.370 0.173 -3.594
N6 -0.159 0.340 -4.243
H9 -2.104 0.322 -2.625
H10 -3.294 0.419 -3.896
H11 0.471 0.469 -5.012
H12 0.139 0.334 -3.283
C4 -2.990 -0.355 3.907
O4 -3.265 -0.750 5.042
N7 -2.019 -0.986 3.181
N8 -3.543 0.712 3.268
H13 -1.359 -1.579 3.640
H14 -1.996 -0.775 2.190
H15 -3.153 0.932 2.364
H16 -4.201 1.298 3.742

Cartesian forces (eV/Å) of the 6 atoms listed first:
I 0.15 0.02 0.14
C 0.34 -1.17 -0.88
O -0.24 0.30 0.42
N -0.09 0.02 0.35
N -0.59 0.66 0.04
H 0.04 -0.03 0.08

---

Entry from OMol25: 2 unconnected molecules or ions with the total composition C4H14N3O (ωB97M-V/def2-TZVPD).

For the gap between HOMO and LUMO, the calculation gives 9.937 eV. The value obtained for the molar mass is 120.2 g mol⁻¹. The relative energy (zero: lowest compared OMol25 entry of this formula, charge and spin) comes out at 3.3573 eV. Its total charge is +1.

Atoms and positions in Å:
C1 2.995 0.703 -0.153
O1 3.096 -0.113 0.963
H1 3.983 0.097 1.362
H2 2.256 1.577 0.078
H3 2.683 -0.144 -0.917
H4 3.873 1.338 -0.283
C2 -0.747 -1.231 -1.372
C3 -0.646 -0.251 -2.517
C4 -1.394 0.137 0.774
N1 -1.591 -0.835 -0.183
N2 -0.151 0.618 0.961
N3 -2.316 0.747 1.647
H5 -1.374 -2.089 -1.649
H6 0.255 -1.530 -1.059
H7 -1.139 0.644 -2.302
H8 -0.974 -0.530 -3.513
H9 -2.554 -1.189 -0.130
H10 0.740 0.087 0.798
H11 0.045 1.285 1.662
H12 -2.977 1.532 1.392
H13 -2.844 0.236 2.339
H14 0.411 -0.258 -2.848

Cartesian forces (eV/Å) of the 6 atoms listed first:
C -1.95 0.42 -0.86
O 2.02 0.05 2.40
H -1.52 -0.70 -0.10
H 0.35 -1.72 -0.94
H 0.62 2.88 0.27
H 0.40 -0.83 -0.92

---

Entry from OMol25: a molecular structure, H22HeO11 (ωB97M-V/def2-TZVPD).

For the gap between HOMO and LUMO, the calculation gives 8.935 eV. The value obtained for the molar mass is 202.2 g mol⁻¹. The relative energy (zero: lowest compared OMol25 entry of this formula, charge and spin) comes out at 1.0791 eV.

Atoms and positions in Å:
He1 -0.712 -0.007 0.140
O1 1.598 -0.129 -2.525
H1 2.475 -0.102 -2.906
H2 1.547 -0.986 -2.100
O2 2.397 1.313 1.895
H3 2.348 0.366 1.763
H4 2.375 1.680 1.011
O3 -0.221 0.724 3.206
H5 0.682 0.409 3.224
H6 -0.751 -0.070 3.139
O4 -0.661 0.041 -4.136
H7 -1.035 -0.831 -4.267
H8 -0.032 -0.073 -3.424
O5 2.154 2.189 -0.973
H9 1.472 2.854 -0.872
H10 1.758 1.523 -1.536
O6 2.200 -1.476 1.370
H11 2.041 -1.827 0.493
H12 1.753 -2.086 1.957
O7 -2.184 -1.274 3.450
H13 -1.651 -1.976 3.076
H14 -1.947 -1.261 4.377
O8 -0.712 3.188 2.145
H15 -0.431 2.312 2.409
H16 -1.319 3.037 1.421
O9 -1.977 -2.999 -2.131
H17 -2.175 -3.894 -1.856
H18 -2.833 -2.601 -2.289
O10 -2.561 3.240 -0.235
H19 -2.823 2.722 -0.997
H20 -2.962 4.097 -0.378
O11 1.020 -2.553 -1.270
H21 0.081 -2.507 -1.093
H22 1.086 -3.043 -2.090

Cartesian forces (eV/Å) of the 6 atoms listed first:
He 0.00 0.00 -0.01
O 0.09 0.42 -0.18
H 0.24 0.20 -0.28
H -0.18 -0.51 0.63
O 0.12 0.17 0.73
H 0.13 -0.35 -0.26

---

Entry from OMol25: a molecular structure, C21H40CdFO17P3 (ωB97M-V/def2-TZVPD).

For the gap between HOMO and LUMO, the calculation gives 3.963 eV. The value obtained for the molar mass is 788.9 g mol⁻¹. The relative energy (zero: lowest compared OMol25 entry of this formula, charge and spin) comes out at 11.6566 eV.

Atoms and positions in Å:
Cd1 11.914 -5.825 -26.627
F1 9.369 -4.239 -27.871
O1 14.228 -7.794 -25.557
H1 14.572 -8.217 -26.368
C1 6.217 -6.322 -20.323
C2 7.316 -6.690 -21.114
C3 7.408 -6.187 -22.438
C4 6.381 -5.331 -22.872
C5 5.240 -5.022 -22.137
C6 5.177 -5.560 -20.906
O2 4.122 -5.224 -20.068
O3 8.504 -6.515 -23.181
H2 6.175 -6.477 -19.255
H3 8.086 -7.308 -20.674
H4 6.477 -4.984 -23.891
H5 4.494 -4.280 -22.380
H6 3.494 -4.654 -20.519
H7 9.049 -7.178 -22.750
C7 11.783 -14.274 -20.826
C8 11.630 -12.941 -21.105
C9 12.635 -12.257 -21.753
C10 13.746 -12.959 -22.275
C11 13.950 -14.269 -21.971
C12 12.945 -14.924 -21.270
O4 13.206 -16.225 -20.946
O5 12.516 -10.946 -22.063
H8 10.981 -14.890 -20.447
H9 10.739 -12.485 -20.700
H10 14.565 -12.543 -22.844
H11 14.833 -14.840 -22.217
H12 12.425 -16.623 -20.554
H13 13.088 -10.682 -22.787
C13 10.552 -0.721 -21.955
O6 11.629 -0.175 -22.697
P1 12.795 -1.011 -23.457
O7 12.359 -2.284 -24.125
O8 13.344 0.089 -24.538
C14 12.799 0.267 -25.832
O9 14.033 -1.173 -22.513
C15 14.145 -0.549 -21.265
H14 10.378 -1.784 -22.122
H15 9.587 -0.322 -22.268
H16 10.598 -0.636 -20.869
H17 12.234 1.196 -25.899
H18 12.129 -0.578 -25.991
H19 13.593 0.384 -26.570
H20 13.284 -0.547 -20.596
H21 14.651 0.381 -21.524
H22 14.952 -1.094 -20.774
C16 9.297 -12.006 -27.729
O10 10.097 -12.043 -28.889
P2 10.378 -10.663 -29.836
O11 10.610 -9.463 -29.037
O12 9.129 -10.475 -30.861
C17 7.794 -10.427 -30.373
O13 11.622 -11.162 -30.734
C18 11.338 -11.838 -31.901
H23 8.901 -11.014 -27.513
H24 9.850 -12.555 -26.967
H25 8.428 -12.640 -27.904
H26 7.033 -10.092 -31.078
H27 7.775 -9.810 -29.475
H28 7.688 -11.504 -30.240
H29 11.832 -12.806 -31.817
H30 11.895 -11.349 -32.700
H31 10.370 -11.773 -32.397
C19 17.011 -7.435 -29.932
O14 17.227 -6.081 -29.882
P3 16.040 -4.999 -30.220
O15 14.801 -5.026 -29.353
O16 15.857 -5.225 -31.770
C20 14.679 -5.802 -32.283
O17 16.801 -3.562 -30.211
C21 17.280 -3.022 -28.962
H32 17.074 -7.912 -28.954
H33 17.842 -7.853 -30.500
H34 16.103 -7.740 -30.452
H35 14.288 -5.193 -33.097
H36 13.779 -5.871 -31.671
H37 14.916 -6.751 -32.765
H38 17.132 -1.945 -29.040
H39 18.356 -3.186 -29.003
H40 16.949 -3.486 -28.032

Cartesian forces (eV/Å) of the 6 atoms listed first:
Cd 0.09 -0.25 -0.25
F 1.52 -0.95 0.75
O -1.22 0.94 -0.80
H -0.34 0.34 0.23
C -0.07 0.42 -1.21
C -1.21 0.96 -0.01

---

Entry from OMol25: 2 unconnected molecules or ions with the total composition C7H18F3O2PSi (ωB97M-V/def2-TZVPD).

For the gap between HOMO and LUMO, the calculation gives 10.445 eV. The value obtained for the molar mass is 250.3 g mol⁻¹.

Atoms and positions in Å:
C1 -2.427 0.506 -3.527
C2 -1.187 -0.205 -3.003
F1 -0.103 0.695 -2.998
C3 -1.298 -0.764 -1.589
Si1 -1.636 0.435 -0.199
F2 -3.190 0.874 -0.194
C4 -0.571 1.961 -0.099
C5 -1.296 3.226 -0.514
F3 -1.768 3.101 -1.825
P1 -1.254 -0.715 1.731
O1 0.086 -0.366 2.291
H1 -2.119 1.386 -4.087
H2 -3.092 0.833 -2.728
H3 -2.985 -0.147 -4.198
H4 -0.897 -1.008 -3.683
H5 -0.350 -1.259 -1.343
H6 -2.065 -1.548 -1.570
H7 0.324 1.819 -0.707
H8 -0.236 2.078 0.938
H9 -0.637 4.094 -0.483
H10 -2.165 3.416 0.121
H11 -2.352 -0.529 2.599
H12 -1.427 -2.081 1.408
C6 3.391 -1.060 2.075
C7 3.388 -2.205 3.067
O2 4.542 -3.037 2.958
H13 3.468 -1.443 1.056
H14 2.470 -0.482 2.163
H15 4.240 -0.395 2.253
H16 2.541 -2.864 2.882
H17 3.288 -1.823 4.088
H18 5.318 -2.491 3.117

Cartesian forces (eV/Å) of the 6 atoms listed first:
C -0.01 -0.05 0.03
C 0.02 0.07 0.11
F -0.06 -0.03 -0.01
C 0.00 -0.06 -0.09
Si -0.08 0.07 -0.15
F 0.02 -0.06 0.04

---

The lowest gap between HOMO and LUMO belongs to which entry? C21H40CdFO17P3

---

Which formula does entry 1 have? C5H10NO